This record from the OMol25 dataset describes C27H44AsN6NaO3S5 as an isolated structure. The level of theory is the ωB97M-V functional and the def2-TZVPD basis.

The geometry in XYZ format:
```
87
Properties=species:S:1:pos:R:3:lowdin_charge:R:1
Na -0.18 -0.10 0.29 0.251
C -2.40 -0.13 2.33 -0.106
O -1.50 -1.11 1.79 -0.249
C -2.18 -1.96 0.85 -0.234
C -1.18 -2.87 0.16 -0.164
O 0.00 -2.13 -0.20 -0.220
C 0.60 -2.54 -1.43 -0.176
C 1.97 -1.90 -1.50 -0.209
O 1.82 -0.51 -1.65 -0.189
C 2.99 0.22 -1.28 -0.100
H -3.14 -0.60 2.99 0.085
H -2.94 0.40 1.54 -0.007
H -1.80 0.59 2.91 0.076
H -2.67 -1.36 0.09 -0.005
H -2.95 -2.56 1.34 0.120
H -1.68 -3.26 -0.73 0.102
H -0.89 -3.70 0.82 0.122
H -0.02 -2.21 -2.27 0.113
H 0.72 -3.63 -1.47 0.128
H 2.53 -2.33 -2.33 0.125
H 2.51 -2.12 -0.56 0.108
H 3.84 -0.06 -1.90 0.084
H 3.24 0.03 -0.22 0.078
H 2.77 1.27 -1.41 0.018
C 1.59 4.68 5.58 -0.077
C 0.58 4.88 4.44 -0.560
C 0.91 6.20 3.73 -0.048
C -0.83 4.95 5.04 -0.043
C 0.62 3.74 3.43 -0.156
C -0.17 3.78 2.30 0.011
C -0.14 2.71 1.43 -0.100
N 0.61 1.62 1.62 0.116
C 1.38 1.57 2.69 -0.196
C 1.42 2.60 3.61 0.039
C 2.15 0.28 2.87 -0.183
C 3.17 0.16 3.80 0.040
C 3.84 -1.04 3.98 -0.165
C 3.42 -2.11 3.20 -0.017
C 2.40 -1.90 2.28 -0.092
N 1.79 -0.72 2.11 0.155
C 5.02 -1.20 4.94 -0.559
C 5.19 0.04 5.82 -0.072
C 4.79 -2.42 5.85 -0.053
C 6.30 -1.41 4.12 -0.046
H 1.52 5.53 6.27 0.080
H 2.61 4.63 5.20 0.087
H 1.38 3.77 6.15 0.083
H 0.88 7.03 4.45 0.080
H 0.19 6.42 2.94 0.081
H 1.91 6.17 3.28 0.092
H -0.90 5.80 5.74 0.081
H -1.07 4.04 5.59 0.092
H -1.59 5.08 4.27 0.086
H -0.83 4.61 2.09 0.123
H -0.78 2.71 0.54 0.064
H 2.04 2.50 4.48 0.090
H 3.46 1.03 4.37 0.092
H 3.87 -3.09 3.27 0.107
H 2.05 -2.71 1.65 0.112
H 4.29 0.24 6.42 0.092
H 5.42 0.93 5.23 0.085
H 6.03 -0.12 6.51 0.082
H 3.85 -2.32 6.40 0.093
H 5.61 -2.49 6.58 0.081
H 4.77 -3.35 5.28 0.074
H 6.49 -0.53 3.48 0.091
H 6.21 -2.28 3.47 0.080
H 7.16 -1.55 4.78 0.082
C -1.28 0.40 -5.15 -0.042
C -0.37 1.44 -4.63 -0.320
N 0.36 2.22 -5.36 0.093
N 1.01 3.00 -4.43 -0.015
C 0.72 2.72 -3.16 -0.815
S 1.33 3.51 -1.78 0.501
N -0.16 1.70 -3.28 -0.058
N -0.73 1.07 -2.16 0.044
H -1.30 0.47 -6.24 0.074
H -2.29 0.52 -4.75 0.048
H -0.96 -0.60 -4.84 0.057
H 1.59 3.76 -4.72 0.119
H -1.43 1.70 -1.72 -0.093
H -1.33 0.26 -2.47 -0.085
S -5.41 -0.92 -0.09 -0.282
As -4.36 0.19 -1.62 -0.542
S -2.91 -1.17 -2.60 -0.085
S -3.25 1.82 -0.63 -0.100
S -5.63 1.02 -3.14 -0.356
```

Values from the calculation:
Multiplicity ... 1
Net charge ... -2
Calculated total energy ... -5998.609604 Eh
Strongest force on any atom ... 1.117 eV/Å
Frontier orbital gap ... 3.033 eV
Lowest unoccupied orbital energy ... 2.85 eV

***

This record from the OMol25 dataset describes C27H44BeBrNP2S as an isolated structure. The level of theory is the ωB97M-V functional and the def2-TZVPD basis.

The geometry in XYZ format:
```
77
Properties=species:S:1:pos:R:3:lowdin_charge:R:1
C 0.39 -0.64 -6.59 0.022
C -0.08 0.51 -5.89 -0.224
C -0.55 1.59 -6.67 -0.010
C -0.54 1.48 -8.08 -0.099
N -0.06 0.42 -8.70 0.085
C 0.35 -0.64 -8.00 -0.097
C -0.05 0.64 -4.43 -0.023
C 0.42 0.22 -3.27 -0.021
C 1.30 -0.30 -2.23 -0.201
C 0.94 -1.32 -1.33 -0.005
C 1.56 -1.44 -0.09 -0.110
C 2.58 -0.59 0.37 -0.632
C 3.07 0.28 -0.63 -0.097
C 2.47 0.43 -1.90 -0.011
Be -0.11 1.82 -3.18 0.748
P -1.48 -1.72 1.58 0.996
H -0.87 2.51 -6.18 0.108
H 0.81 -1.48 -6.05 0.117
H -0.94 2.30 -8.70 0.126
H 0.65 -1.52 -8.58 0.126
H 2.89 1.15 -2.61 0.135
H 0.14 -2.03 -1.58 0.136
H 3.93 0.86 -0.39 0.103
H 1.27 -2.28 0.51 0.039
C -1.24 -1.60 3.40 -0.418
C -2.39 -1.15 4.29 -0.142
H -0.39 -0.90 3.51 0.054
H -0.86 -2.57 3.73 0.076
H -2.12 -1.24 5.35 0.085
H -2.64 -0.09 4.13 0.067
H -3.30 -1.74 4.15 0.063
C -2.95 -0.63 1.17 -0.407
C -3.46 -0.86 -0.26 -0.152
H -2.58 0.40 1.30 0.032
H -3.74 -0.81 1.91 0.079
H -3.98 0.04 -0.62 0.073
H -2.63 -1.07 -0.96 0.051
H -4.19 -1.68 -0.31 0.079
C -2.19 -3.41 1.39 -0.415
C -3.50 -3.73 2.09 -0.133
H -1.39 -4.09 1.74 0.062
H -2.29 -3.57 0.30 0.074
H -3.87 -4.69 1.72 0.085
H -3.38 -3.84 3.17 0.075
H -4.29 -2.99 1.90 0.067
Br 3.08 -0.28 2.12 0.988
P 0.76 2.12 0.87 1.051
C -0.86 2.27 1.77 -0.411
C -1.06 3.36 2.84 -0.129
H -0.96 1.30 2.29 0.049
H -1.67 2.29 1.01 0.071
H -2.09 3.36 3.22 0.093
H -0.41 3.20 3.72 0.075
H -0.88 4.39 2.49 0.061
C 1.75 2.93 2.32 -0.378
C 1.97 4.44 2.26 -0.148
H 2.74 2.46 2.33 0.021
H 1.30 2.67 3.28 0.072
H 2.75 4.70 2.99 0.097
H 2.32 4.75 1.27 0.062
H 1.09 5.05 2.54 0.073
C 1.01 3.37 -0.45 -0.410
C 0.16 4.61 -0.20 -0.137
H 0.76 2.90 -1.43 0.018
H 2.08 3.62 -0.50 0.101
H 0.10 5.22 -1.11 0.090
H -0.86 4.34 0.10 0.071
H 0.56 5.27 0.58 0.062
C 1.79 -4.99 1.29 -0.413
S 2.17 -3.81 2.59 0.714
C 3.89 -3.53 2.11 -0.441
H 0.72 -4.92 1.07 0.015
H 2.04 -5.98 1.67 0.046
H 2.36 -4.76 0.38 0.037
H 4.51 -4.29 2.59 0.049
H 4.00 -3.57 1.02 0.040
H 4.16 -2.53 2.46 -0.054
```

Values from the calculation:
Multiplicity ... 1
Net charge ... +2
Calculated total energy ... -4778.765465 Eh
Strongest force on any atom ... 2.599 eV/Å
Frontier orbital gap (spin up / spin down) ... 2.887 / 3.217 eV
Lowest unoccupied orbital energy (spin up / spin down) ... -9.67 / -9.70 eV

***

This record from the OMol25 dataset describes C27H44BrN3O9P2PdSi as an isolated structure. The level of theory is the ωB97M-V functional and the def2-TZVPD basis.

The geometry in XYZ format:
```
88
Properties=species:S:1:pos:R:3:lowdin_charge:R:1
Pd -0.87 1.21 0.72 0.857
O 0.34 -0.15 6.13 0.088
C 1.35 -0.84 5.54 -0.244
C 2.30 -1.53 6.27 0.014
C 3.28 -2.26 5.61 -0.013
C 3.32 -2.31 4.22 -0.037
C 2.38 -1.62 3.49 0.013
C 1.38 -0.87 4.14 -0.080
C 0.48 -0.11 3.32 -0.295
O 0.16 -0.33 2.16 0.003
N -0.04 1.10 3.94 0.259
N -0.43 2.02 3.24 0.071
C -0.91 3.21 3.55 0.059
C -0.87 4.13 2.49 -0.262
C -1.24 5.47 2.64 0.052
C -1.07 6.32 1.55 -0.004
C -0.54 5.79 0.39 0.034
C -0.22 4.41 0.32 -0.084
N -0.38 3.61 1.34 0.085
H 0.42 -0.20 7.09 0.137
H 2.27 -1.51 7.35 0.131
H 4.02 -2.79 6.19 0.128
H 4.10 -2.87 3.72 0.121
H 2.42 -1.61 2.41 0.102
H -1.16 3.46 4.58 0.164
H -1.63 5.83 3.59 0.136
H -1.33 7.36 1.61 0.131
H -0.37 6.41 -0.48 0.130
H 0.16 3.97 -0.59 0.114
C -4.34 3.72 -0.59 -0.048
C -4.31 2.20 -0.43 -0.597
O -5.51 1.71 -1.00 -0.019
P -4.22 1.75 1.34 0.501
O -5.06 2.79 2.18 -0.071
O -4.99 0.37 1.38 -0.068
O -2.83 1.74 1.90 -0.323
P -2.79 1.48 -1.18 0.331
O -3.15 1.14 -2.68 -0.068
O -2.49 0.17 -0.46 -0.353
O -1.65 2.46 -1.01 -0.367
H -5.36 4.08 -0.44 0.101
H -4.02 4.02 -1.59 0.092
H -3.68 4.21 0.13 0.077
H -5.51 0.74 -0.99 0.108
H -6.02 2.75 2.06 0.113
H -4.71 -0.24 2.06 0.114
H -3.38 1.87 -3.25 0.109
C 0.74 0.28 -4.14 -0.113
C 0.50 -1.18 -3.71 -0.617
C 1.11 -2.11 -4.77 -0.077
C -1.02 -1.37 -3.73 -0.089
Si 1.28 -1.63 -2.02 0.714
Br 1.03 0.55 -0.80 0.554
C 3.20 -1.67 -1.96 -0.633
C 3.81 -0.57 -2.84 -0.098
C 3.79 -1.48 -0.56 -0.115
C 3.64 -3.04 -2.50 -0.076
C 0.39 -3.01 -1.05 -0.607
C 0.30 -4.22 -2.01 -0.070
C -1.01 -2.61 -0.59 -0.096
C 1.15 -3.47 0.19 -0.090
H 0.37 0.39 -5.17 0.096
H 1.78 0.57 -4.14 0.062
H 0.19 0.98 -3.52 0.044
H 0.62 -1.92 -5.73 0.099
H 0.95 -3.17 -4.54 0.075
H 2.18 -1.95 -4.92 0.068
H -1.40 -1.09 -4.72 0.100
H -1.52 -0.74 -3.00 0.049
H -1.33 -2.40 -3.55 0.070
H 3.51 0.43 -2.53 0.064
H 3.58 -0.69 -3.90 0.070
H 4.90 -0.61 -2.75 0.096
H 3.55 -0.51 -0.13 0.039
H 4.88 -1.54 -0.64 0.095
H 3.48 -2.25 0.14 0.052
H 3.27 -3.25 -3.50 0.072
H 3.34 -3.86 -1.84 0.069
H 4.73 -3.06 -2.56 0.100
H -0.32 -4.03 -2.88 0.065
H -0.16 -5.05 -1.46 0.099
H 1.27 -4.57 -2.35 0.076
H -1.66 -2.27 -1.39 0.056
H -0.97 -1.81 0.16 0.040
H -1.48 -3.48 -0.12 0.098
H 2.14 -3.87 -0.03 0.070
H 0.58 -4.28 0.66 0.099
H 1.24 -2.66 0.92 0.051
```

Values from the calculation:
Multiplicity ... 5
Net charge ... +2
Calculated total energy ... -5570.378834 Eh
Strongest force on any atom ... 0.964 eV/Å
⟨S²⟩ ... 6.051
Frontier orbital gap (spin up / spin down) ... 6.903 / 4.943 eV
Lowest unoccupied orbital energy (spin up / spin down) ... -7.03 / -9.00 eV
Energy above the lowest of the compared OMol25 structures with the same formula, charge and spin ... 78.8 kJ/mol

***

This record from the OMol25 dataset describes C27H44N6OPdS2 as an isolated structure. The level of theory is the ωB97M-V functional and the def2-TZVPD basis.

The geometry in XYZ format:
```
81
Properties=species:S:1:pos:R:3:lowdin_charge:R:1
Pd -1.43 -0.38 -0.06 0.755
C 3.56 2.84 3.53 -0.028
C 3.68 1.35 3.20 -0.556
C 3.88 0.57 4.50 -0.054
C 4.89 1.11 2.29 -0.027
C 2.42 0.91 2.47 -0.118
C 1.57 -0.09 2.94 0.038
C 0.46 -0.44 2.21 -0.079
N 0.14 0.16 1.06 -0.039
C 0.94 1.13 0.58 -0.165
C 2.08 1.51 1.26 0.069
C 0.48 1.71 -0.70 -0.173
C 1.19 2.67 -1.40 0.076
C 0.70 3.17 -2.61 -0.120
C -0.52 2.65 -3.05 0.026
C -1.18 1.70 -2.31 -0.096
N -0.69 1.23 -1.15 -0.020
C 1.43 4.23 -3.42 -0.556
C 2.74 4.65 -2.77 -0.055
C 0.52 5.46 -3.56 -0.028
C 1.73 3.65 -4.81 -0.028
H 4.46 3.17 4.06 0.098
H 2.70 3.04 4.16 0.097
H 3.48 3.46 2.63 0.082
H 4.79 0.92 4.99 0.098
H 4.00 -0.50 4.33 0.093
H 3.06 0.72 5.20 0.093
H 5.80 1.42 2.80 0.098
H 4.83 1.68 1.36 0.082
H 4.99 0.05 2.03 0.097
H 1.77 -0.61 3.86 0.118
H -0.20 -1.24 2.53 0.115
H 2.70 2.29 0.85 0.117
H 2.13 3.03 -1.01 0.107
H -0.97 2.99 -3.97 0.126
H -2.12 1.28 -2.63 0.078
H 2.58 5.10 -1.79 0.093
H 3.23 5.40 -3.39 0.098
H 3.44 3.82 -2.67 0.093
H 0.26 5.87 -2.58 0.097
H -0.41 5.22 -4.09 0.084
H 1.04 6.23 -4.13 0.098
H 2.36 2.76 -4.75 0.097
H 2.26 4.39 -5.41 0.098
H 0.82 3.38 -5.35 0.084
C -6.43 0.57 2.31 0.016
C -5.94 0.10 0.99 -0.302
N -6.67 -0.15 -0.05 0.161
N -5.79 -0.54 -1.01 0.059
C -4.53 -0.55 -0.60 -0.660
S -3.14 -1.02 -1.49 0.704
N -4.61 -0.13 0.68 -0.083
N -3.49 -0.02 1.52 0.100
H -7.51 0.65 2.27 0.101
H -6.01 1.54 2.56 0.096
H -6.16 -0.14 3.10 0.094
H -6.13 -0.80 -1.93 0.175
H -3.62 -0.62 2.32 0.122
H -3.40 0.94 1.83 0.119
C -2.71 -6.25 1.54 -0.106
C -1.42 -6.33 0.73 -0.288
C -0.58 -5.06 0.78 -0.335
S -1.40 -3.75 -0.15 0.960
O -0.74 -2.43 0.32 -0.653
C -0.79 -4.05 -1.83 -0.327
C 0.48 -3.29 -2.19 -0.279
C 1.75 -3.78 -1.50 -0.097
H -3.26 -7.19 1.47 0.084
H -3.36 -5.46 1.18 0.059
H -2.49 -6.07 2.59 0.082
H -1.64 -6.60 -0.31 0.107
H -0.79 -7.14 1.11 0.122
H 0.42 -5.20 0.38 0.084
H -0.50 -4.67 1.79 0.103
H -1.62 -3.78 -2.48 0.080
H -0.66 -5.14 -1.90 0.099
H 0.33 -2.23 -1.96 0.085
H 0.59 -3.36 -3.27 0.121
H 1.72 -3.59 -0.43 0.064
H 2.62 -3.27 -1.91 0.081
H 1.89 -4.85 -1.66 0.086
```

Values from the calculation:
Multiplicity ... 1
Net charge ... +2
Calculated total energy ... -2382.806588 Eh
Strongest force on any atom ... 1.054 eV/Å
Frontier orbital gap ... 8.187 eV
Lowest unoccupied orbital energy ... -6.09 eV
Energy above the lowest of the compared OMol25 structures with the same formula, charge and spin ... 27.5 kJ/mol

***

This record from the OMol25 dataset describes a 5-piece molecular cluster, C27H45NO11 overall. The level of theory is the ωB97M-V functional and the def2-TZVPD basis.

The geometry in XYZ format:
```
84
Properties=species:S:1:pos:R:3:lowdin_charge:R:1
C 5.05 0.30 -0.17 -0.015
C 3.55 0.36 -0.45 -0.322
C 2.83 -0.97 -0.57 -0.032
N 3.02 1.52 -0.61 0.174
C 1.83 1.70 0.06 -0.221
C 1.48 1.18 1.24 0.035
C 0.14 1.51 1.80 -0.361
O -0.09 1.49 2.97 0.107
C -0.97 1.83 0.81 -0.143
C -2.41 1.48 1.18 -0.095
C -2.90 0.35 0.24 -0.235
O -4.20 0.65 -0.28 -0.073
C -0.63 2.39 -0.34 0.049
C 0.81 2.65 -0.59 -0.335
O 1.20 3.54 -1.26 0.138
H 5.41 -0.65 -0.61 0.070
H 5.27 0.32 0.90 0.092
H 5.57 1.10 -0.70 0.083
H 1.92 -0.94 -1.15 0.073
H 2.53 -1.27 0.45 0.092
H 3.52 -1.76 -0.89 0.078
H 2.17 0.51 1.74 0.126
H -3.02 2.38 1.11 0.122
H -2.37 1.10 2.21 0.106
H -2.88 -0.61 0.78 0.118
H -2.23 0.25 -0.62 0.112
H -4.17 0.47 -1.23 0.081
H -1.41 2.61 -1.07 0.138
C 1.67 -3.37 -6.17 -0.063
C 2.44 -4.07 -5.07 -0.230
O 2.35 -3.35 -3.83 0.005
C 1.35 -3.50 -2.95 -0.504
C 0.09 -4.22 -3.39 0.015
O 1.44 -3.00 -1.86 0.080
H 0.61 -3.31 -5.95 0.069
H 1.80 -3.89 -7.12 0.083
H 2.03 -2.34 -6.29 0.084
H 2.13 -5.10 -4.95 0.116
H 3.50 -4.09 -5.33 0.122
H -0.62 -3.50 -3.78 0.101
H -0.34 -4.71 -2.52 0.083
H 0.27 -5.00 -4.12 0.069
C -3.38 -8.44 -1.27 -0.064
C -2.83 -7.05 -1.51 -0.235
O -2.17 -6.96 -2.78 -0.013
C -2.80 -6.69 -3.94 -0.530
C -4.31 -6.77 -3.99 0.013
O -2.16 -6.45 -4.93 0.101
H -4.14 -8.71 -2.00 0.068
H -3.82 -8.52 -0.28 0.083
H -2.58 -9.18 -1.36 0.085
H -3.60 -6.28 -1.41 0.114
H -2.07 -6.83 -0.76 0.123
H -4.59 -7.78 -4.29 0.097
H -4.66 -6.06 -4.73 0.091
H -4.80 -6.52 -3.05 0.071
C 2.95 5.64 1.60 -0.054
C 3.35 4.33 2.25 -0.228
O 4.38 3.69 1.51 -0.005
C 5.69 3.92 1.63 -0.527
C 6.15 5.14 2.40 0.012
O 6.47 3.20 1.07 0.097
H 3.78 6.35 1.58 0.068
H 2.12 6.10 2.14 0.081
H 2.65 5.47 0.56 0.080
H 3.63 4.47 3.30 0.116
H 2.50 3.65 2.24 0.107
H 6.26 5.97 1.71 0.096
H 7.12 4.91 2.85 0.089
H 5.49 5.42 3.22 0.070
C -2.09 5.08 4.92 -0.064
C -3.10 4.43 5.83 -0.234
O -4.36 5.11 5.78 -0.003
C -5.32 4.84 4.87 -0.529
C -4.96 4.02 3.65 0.007
O -6.41 5.32 5.00 0.107
H -2.40 5.03 3.87 0.066
H -1.12 4.60 5.01 0.081
H -1.98 6.14 5.17 0.083
H -3.22 3.37 5.62 0.113
H -2.77 4.51 6.86 0.122
H -4.64 4.69 2.85 0.096
H -5.84 3.47 3.34 0.092
H -4.18 3.28 3.84 0.063
```

Values from the calculation:
Multiplicity ... 1
Net charge ... 0
Calculated total energy ... -1938.117759 Eh
SMILES string ... CC(C)=NC1=CC(=O)C(CCO)=CC1=O.CCOC(C)=O.CCOC(C)=O.CCOC(C)=O.CCOC(C)=O
Strongest force on any atom ... 2.792 eV/Å
Frontier orbital gap ... 7.834 eV
Lowest unoccupied orbital energy ... -0.46 eV